# 1
Density functional theory data (wB97M-V/def2-TZVPD) for the molecule C3H5N3O at a distorted geometry.

```
12
Properties=species:S:1:pos:R:3:forces:R:3:nbo_charge:R:1
H -0.859 -2.193 0.951 0.3181 0.2632 -0.2713 0.16
H 0.589 -1.731 1.821 -0.0500 0.2059 -0.2428 0.16
C -0.716 1.705 -0.016 -0.1413 -0.0573 0.2365 0.25
C -0.124 -0.276 0.404 0.1305 -0.0332 -0.4101 0.45
O 0.915 -2.159 -0.205 0.5404 -0.9469 0.1314 -0.90
H 1.406 -0.343 -0.962 -0.6566 -0.6169 -0.2126 0.48
H 0.179 1.911 -1.864 0.3483 -0.7896 0.2176 0.43
N 0.154 1.398 -0.982 -0.2735 -0.4363 0.2057 -0.37
N -0.848 0.750 0.882 -0.3546 -0.0352 -0.2217 -0.47
H -1.311 2.612 -0.030 0.3189 0.0150 0.0470 0.22
C 0.153 -1.712 0.786 -0.0154 0.2983 0.0961 -0.08
N 0.462 0.036 -0.784 -0.1646 2.1331 0.4242 -0.35
```
Positions in Å, forces in eV/Å.

Summary:
HOMO-LUMO gap, eV: 7.3653
Spin multiplicity: 1
Relative energy (zero: lowest compared OMol25 entry of this formula, charge and spin), kJ/mol: 378.0
Molar mass, g/mol: 99.09

=====

# 2
Density functional theory data (wB97M-V/def2-TZVPD) for a structure of composition C2H4NO2 at a distorted geometry.

```
9
Properties=species:S:1:pos:R:3:forces:R:3:nbo_charge:R:1
H -0.284 0.449 1.436 0.4578 -1.0023 0.4722 0.22
H 1.988 0.291 -0.082 0.0433 0.0902 0.4653 0.46
O -2.699 -0.691 -0.037 -0.6966 0.0498 0.0025 -0.32
N 1.115 -0.207 -0.253 -1.5992 -0.4601 -1.3555 -0.78
H 1.180 -1.227 0.001 0.0812 1.1063 -0.8236 0.46
C -1.589 -0.698 0.008 -0.3875 -1.3562 -0.4333 0.57
C -0.120 0.503 0.366 1.1058 2.6586 1.5353 0.40
O -0.422 1.514 -0.182 -0.0638 0.2606 -0.9967 -0.49
H 0.831 0.065 -1.256 1.0589 -1.3470 1.1337 0.48
```
Positions in Å, forces in eV/Å.

Summary:
HOMO-LUMO gap, eV: 11.0150
Spin multiplicity: 1
Relative energy (zero: lowest compared OMol25 entry of this formula, charge and spin), kJ/mol: 143.4
Charge: +1
Molar mass, g/mol: 74.06

=====

# 3
Density functional theory data (wB97M-V/def2-TZVPD) for the molecule C4H8N2S2 at a distorted geometry.

```
16
Properties=species:S:1:pos:R:3:forces:R:3:nbo_charge:R:1
C -0.349 0.312 0.033 -0.7468 -1.5888 1.2760 0.08
N 1.309 1.093 -1.876 0.0962 -0.2879 -0.8611 -0.52
H 2.658 1.736 -3.218 -0.3149 -0.0041 -0.1486 0.18
H -1.327 -2.704 1.683 0.7187 1.3774 -0.4170 0.22
H 0.293 -2.049 1.089 -0.8572 -0.0788 0.2489 0.22
H -1.769 -1.243 -0.275 -0.1979 -0.2581 -0.3403 0.22
C -1.353 -0.735 0.582 -0.5728 0.6379 -0.0294 -0.48
H -2.229 -0.270 1.086 0.6213 0.0667 -0.2816 0.23
S -0.174 1.514 2.288 -0.1740 -0.6902 -0.2783 0.15
H -0.456 -1.325 2.519 -0.4284 -0.3896 -0.9940 0.23
C 1.723 1.187 -3.081 0.0452 0.0535 0.6543 -0.07
C -0.704 -1.763 1.511 0.9818 -0.5798 0.9277 -0.62
H 0.850 2.301 2.574 0.3611 0.2408 -0.0786 0.12
H 1.231 0.739 -3.957 0.1628 0.0737 0.2357 0.16
N 0.337 1.117 0.694 0.1649 1.6282 1.0359 -0.56
S -0.040 0.091 -1.650 0.1398 -0.2009 -0.9497 0.45
```
Positions in Å, forces in eV/Å.

Summary:
HOMO-LUMO gap, eV: 8.9189
Spin multiplicity: 1
SMILES: C=NS/C(CC)=N/S
Relative energy (zero: lowest compared OMol25 entry of this formula, charge and spin), kJ/mol: 182.2
Molar mass, g/mol: 148.26

=====

# 4
Density functional theory data (wB97M-V/def2-TZVPD) for a cluster of 4 separate species, C3H12O4 in total at a distorted geometry.

```
19
Properties=species:S:1:pos:R:3:forces:R:3:nbo_charge:R:1
H 0.069 -0.456 4.361 -0.3515 -0.2274 -0.1635 0.22
O 0.796 -0.784 0.044 -0.3788 0.3213 0.3674 -0.73
H 1.699 -1.049 2.358 -0.1834 0.1216 0.3147 0.19
H -0.937 -1.435 0.981 -0.4212 0.8641 0.0651 0.16
H 2.060 1.269 -1.357 -0.1049 -0.1060 0.2828 0.51
H -2.285 -0.442 -1.508 -0.0390 0.1201 -0.0670 0.48
C -0.113 -1.317 3.708 1.2216 -1.1475 -1.5956 -0.63
H -1.341 2.794 -2.485 -0.0755 -0.0643 -0.1469 0.47
H 0.351 -2.222 4.134 -0.4947 0.3389 0.4777 0.21
C 0.612 -1.174 2.369 0.2071 1.3925 0.1395 -0.27
O -1.387 -0.541 -1.832 0.2931 -0.3031 -0.2016 -0.98
H 0.172 -0.542 -0.663 -0.0301 -0.2510 -0.0597 0.51
H -1.150 -1.529 3.453 -0.1849 0.2524 0.6055 0.21
H -1.294 0.080 -2.579 -0.2160 0.1033 0.4653 0.51
H 1.161 2.235 -0.512 0.3783 -0.2629 0.1656 0.49
H -0.156 1.871 -2.032 -1.0384 0.1768 -1.6051 0.50
O 1.293 1.848 -1.383 0.2573 0.3851 0.1514 -0.95
O -0.876 1.992 -2.742 0.6227 0.0010 0.9888 -1.00
C 0.040 -0.995 1.179 0.5383 -1.7148 -0.1845 0.10
```
Positions in Å, forces in eV/Å.

Summary:
HOMO-LUMO gap, eV: 8.9396
Spin multiplicity: 1
SMILES: C/C=C/O.O.O.O
Relative energy (zero: lowest compared OMol25 entry of this formula, charge and spin), kJ/mol: 98.3
Molar mass, g/mol: 112.12

=====

Question: Number 1 is which compound?
Answer: C3H5N3O

=====

Please write out number 1 again, unchanged.
Density functional theory data (wB97M-V/def2-TZVPD) for the molecule C3H5N3O at a distorted geometry.

```
12
Properties=species:S:1:pos:R:3:forces:R:3:nbo_charge:R:1
H -0.859 -2.193 0.951 0.3181 0.2632 -0.2713 0.16
H 0.589 -1.731 1.821 -0.0500 0.2059 -0.2428 0.16
C -0.716 1.705 -0.016 -0.1413 -0.0573 0.2365 0.25
C -0.124 -0.276 0.404 0.1305 -0.0332 -0.4101 0.45
O 0.915 -2.159 -0.205 0.5404 -0.9469 0.1314 -0.90
H 1.406 -0.343 -0.962 -0.6566 -0.6169 -0.2126 0.48
H 0.179 1.911 -1.864 0.3483 -0.7896 0.2176 0.43
N 0.154 1.398 -0.982 -0.2735 -0.4363 0.2057 -0.37
N -0.848 0.750 0.882 -0.3546 -0.0352 -0.2217 -0.47
H -1.311 2.612 -0.030 0.3189 0.0150 0.0470 0.22
C 0.153 -1.712 0.786 -0.0154 0.2983 0.0961 -0.08
N 0.462 0.036 -0.784 -0.1646 2.1331 0.4242 -0.35
```
Positions in Å, forces in eV/Å.

Summary:
HOMO-LUMO gap, eV: 7.3653
Spin multiplicity: 1
Relative energy (zero: lowest compared OMol25 entry of this formula, charge and spin), kJ/mol: 378.0
Molar mass, g/mol: 99.09

=====

Question: Which of these has the lowest HOMO-LUMO gap?
Answer: C3H5N3O